(1)
The following is a quantum chemistry calculation of C8H8Br4O as an isolated structure, from the Open Molecules 2025 dataset.

Atoms and positions in Å:
C -2.232 1.698 -1.597
C -2.442 0.570 -1.209
C -1.832 2.918 -2.173
C 2.872 -1.513 0.797
C 2.039 -0.338 0.974
C 0.538 -0.594 0.495
C -2.630 -0.656 -0.683
C -0.517 0.215 1.067
O -2.315 4.024 -2.046
Br -4.065 -1.239 0.315
Br -1.744 -2.164 -1.627
Br -0.592 2.038 0.924
Br -1.326 -0.400 2.690
H -0.867 2.884 -2.860
H 3.895 -1.345 1.157
H 2.849 -2.036 -0.181
H 2.523 -2.304 1.494
H 2.631 0.327 0.400
H 1.905 0.083 2.023
H 0.714 -0.461 -0.672
H 0.595 -1.707 0.710

## Properties
* spin multiplicity: 1
* ΔE to the lowest compared entry with this formula, charge and spin: 3.758 eV
* largest force on an atom: 0.0936 hartree/bohr

(2)
The following is a quantum chemistry calculation of one molecule with the formula C7H10O, from the Open Molecules 2025 dataset.

Atoms and positions in Å:
C 0.235 -1.748 -1.421
C 0.034 -0.191 -1.511
C 0.474 0.692 -0.284
C 1.521 1.576 0.153
C -0.513 0.523 1.014
C -1.656 1.161 1.101
C -0.031 -0.540 1.829
H -0.329 -1.865 -0.409
H 1.160 -2.549 -1.214
H -0.436 -2.395 -2.359
H 0.615 0.126 -2.492
H -1.095 0.033 -1.616
H 1.544 2.302 0.789
H 2.429 1.819 -0.429
H -2.219 2.064 0.437
H -2.273 0.873 1.987
H -0.803 -1.233 2.619
O 1.344 -0.648 1.805

## Properties
* spin multiplicity: 1
* SMILES: C=C(C=O)C(=C)CC
* ΔE to the lowest compared entry with this formula, charge and spin: 7.437 eV
* largest force on an atom: 0.1955 hartree/bohr

(3)
The following is a quantum chemistry calculation of C33H46As3ClIN6O5STi as an isolated structure, from the Open Molecules 2025 dataset.

Atoms and positions in Å:
Ti 0.199 -1.234 -0.633
C 2.185 -2.332 2.875
As 0.904 -1.061 2.072
C -0.156 -1.061 3.781
C 2.121 0.490 2.396
C 1.698 1.930 2.070
C 2.916 2.830 2.323
C 1.212 2.119 0.629
As 1.748 1.004 -0.959
C 3.726 0.933 -0.865
C 1.897 2.585 -2.200
C 0.565 2.315 3.038
As -0.800 3.741 2.660
C -0.453 4.748 4.340
C 0.067 5.147 1.554
H 2.481 -2.004 3.877
H 3.067 -2.440 2.249
H 1.705 -3.310 2.945
H 0.411 -0.597 4.591
H -0.333 -2.107 4.049
H -1.118 -0.566 3.678
H 3.014 0.232 1.817
H 2.394 0.448 3.462
H 3.723 2.600 1.627
H 3.290 2.689 3.337
H 2.659 3.881 2.204
H 1.393 3.159 0.344
H 0.129 1.962 0.653
H 4.146 1.915 -0.643
H 4.070 0.626 -1.856
H 4.079 0.200 -0.147
H 2.623 3.298 -1.805
H 0.955 3.103 -2.364
H 2.255 2.207 -3.159
H 0.995 2.524 4.021
H -0.062 1.423 3.139
H -0.718 4.158 5.217
H -1.044 5.666 4.355
H 0.602 5.017 4.402
H 0.041 4.906 0.495
H 1.091 5.354 1.857
H -0.517 6.058 1.690
O 2.519 -1.530 0.074
C 2.346 -2.384 -0.826
O 1.458 -2.205 -1.701
C 3.177 -3.621 -0.828
C 4.436 -3.731 -1.380
C 5.145 -4.918 -1.249
C 4.581 -5.985 -0.558
C 3.321 -5.880 -0.014
C 2.591 -4.691 -0.130
S 1.031 -4.489 0.554
H 4.871 -2.894 -1.912
H 6.131 -5.009 -1.681
H 5.141 -6.904 -0.430
H 2.868 -6.703 0.518
N -3.288 -0.836 -1.459
N -2.806 -0.319 -0.290
N -3.624 0.148 0.654
C -2.784 0.542 1.588
N -1.506 0.352 1.275
N -1.489 -0.233 0.068
H -2.481 -0.948 -2.085
H -3.742 -1.741 -1.307
H -3.098 0.977 2.515
C -5.022 1.433 -3.862
C -4.000 1.883 -2.865
C -4.393 2.552 -1.713
C -3.452 3.003 -0.805
Cl -3.916 3.879 0.612
C -2.108 2.763 -1.019
C -1.709 2.068 -2.145
C -2.637 1.647 -3.091
O -2.266 1.136 -4.311
C -1.473 -0.039 -4.429
C -0.337 -0.210 -3.384
O 0.791 0.195 -3.608
O -0.731 -0.798 -2.324
H -5.583 2.283 -4.246
H -5.718 0.739 -3.399
H -4.530 0.936 -4.692
H -5.443 2.714 -1.527
H -1.380 3.133 -0.313
H -0.659 1.871 -2.300
H -1.036 0.017 -5.428
H -2.134 -0.919 -4.370
I -0.412 -3.786 -3.315
C -1.522 -3.522 -1.537
C -2.751 -4.135 -1.519
C -3.549 -4.046 -0.373
C -2.962 -3.456 0.754
C -1.715 -2.905 0.661
N -0.997 -2.810 -0.511
H -3.088 -4.684 -2.384
H -4.532 -4.483 -0.336
H -3.479 -3.463 1.702
H -1.213 -2.550 1.561

## Properties
* spin multiplicity: 3
* ΔE to the lowest compared entry with this formula, charge and spin: 2.290 eV
* largest force on an atom: 0.0640 hartree/bohr
* total charge: -1

(4)
The following is a quantum chemistry calculation of a 2-piece molecular cluster, C12H20F9O3S overall, from the Open Molecules 2025 dataset.

Atoms and positions in Å:
C 5.422 2.265 1.524
C 4.250 1.319 1.198
C 4.280 1.029 -0.313
C 4.262 0.052 2.096
C 3.268 -1.060 1.775
C 1.813 -0.555 1.995
C 1.099 -0.460 0.658
C -0.409 -0.127 0.691
F -0.915 -0.421 -0.529
F -0.986 -0.889 1.643
C -0.605 1.360 1.006
F -0.365 1.574 2.311
F 0.271 2.121 0.325
S -2.343 2.127 0.654
F -1.693 3.580 0.631
F -2.157 2.015 -0.905
F -3.157 0.751 0.733
F -2.619 2.332 2.208
F -3.737 2.829 0.386
H 6.303 1.885 1.007
H 5.604 2.342 2.593
H 5.237 3.252 1.098
H 3.342 1.884 1.430
H 5.100 1.588 -0.768
H 4.469 -0.022 -0.511
H 3.391 1.372 -0.835
H 5.282 -0.351 2.058
H 4.087 0.386 3.122
H 3.386 -1.364 0.730
H 1.279 -1.176 2.712
H 1.914 0.432 2.459
H 1.619 0.172 -0.049
H 1.109 -1.466 0.233
C -3.787 -1.270 -1.022
O -4.761 -2.235 -1.465
C -4.818 -2.398 -2.778
O -4.151 -1.826 -3.602
O -5.757 -3.317 -3.044
C -5.924 -3.592 -4.433
H -3.850 -1.246 0.056
H -2.794 -1.579 -1.315
H -4.017 -0.287 -1.422
H -5.003 -3.985 -4.861
H -6.235 -2.696 -4.969
H -6.704 -4.344 -4.512

## Properties
* spin multiplicity: 1
* largest force on an atom: 0.0512 hartree/bohr
* total charge: -1
* electronic energy: -54200.6242 eV

(5)
The following is a quantum chemistry calculation of C45H37N2P2STl as an isolated structure, from the Open Molecules 2025 dataset.

Atoms and positions in Å:
Tl -1.732 -2.646 -0.692
C 1.105 1.776 0.698
N 2.383 1.585 0.127
C 2.543 0.620 -1.000
P 1.820 -1.027 -0.472
C 2.578 -2.152 -1.640
C 2.406 -1.941 -3.041
C 2.908 -2.906 -3.916
C 3.488 -4.071 -3.459
C 3.455 -4.363 -2.090
C 2.976 -3.414 -1.188
C 3.015 -1.234 0.956
C 2.565 -1.432 2.277
C 3.456 -1.545 3.305
C 4.850 -1.306 3.042
C 5.281 -1.069 1.760
C 4.377 -1.143 0.712
C 3.496 2.322 0.558
C 4.491 2.807 -0.292
C 5.694 3.345 0.240
C 5.848 3.509 1.619
C 4.734 3.161 2.459
C 3.587 2.659 1.933
P -0.450 1.674 -0.412
C -1.572 2.569 0.752
C -1.906 1.816 1.863
C -2.719 2.395 2.822
C -3.379 3.577 2.584
C -3.125 4.304 1.402
C -2.244 3.755 0.489
C -0.127 3.024 -1.583
C 0.555 4.215 -1.284
C 0.718 5.240 -2.227
C 0.276 5.004 -3.555
C -0.342 3.829 -3.876
C -0.498 2.814 -2.938
H 1.136 2.658 1.396
H 0.837 0.882 1.351
H 3.579 0.508 -1.195
H 2.016 1.111 -1.817
H 2.009 -1.007 -3.383
H 2.899 -2.638 -4.944
H 3.949 -4.771 -4.158
H 3.657 -5.366 -1.742
H 2.925 -3.604 -0.130
H 1.519 -1.529 2.491
H 3.236 -1.846 4.354
H 5.497 -1.077 3.921
H 6.384 -1.053 1.598
H 4.779 -1.024 -0.285
H 4.420 2.666 -1.364
H 6.408 3.570 -0.495
H 6.867 3.596 2.032
H 4.863 3.263 3.565
H 2.710 2.405 2.586
H -1.506 0.788 1.948
H -2.937 1.783 3.694
H -4.091 4.044 3.304
H -3.658 5.245 1.187
H -2.106 4.247 -0.488
H 0.897 4.352 -0.296
H 1.372 6.131 -2.044
H 0.382 5.808 -4.274
H -0.587 3.680 -4.895
H -0.994 1.916 -3.207
S -6.710 -3.480 0.538
C -6.652 -1.743 0.291
C -7.780 -0.973 -0.086
C -7.609 0.421 -0.058
C -6.369 0.984 0.318
C -5.200 0.260 0.453
C -5.356 -1.177 0.412
N -4.399 -2.170 0.521
C -4.948 -3.358 0.397
C -4.193 -4.565 0.284
C -4.800 -5.789 0.540
C -4.060 -6.967 0.497
C -2.720 -6.918 0.106
C -2.159 -5.696 -0.196
C -2.842 -4.535 -0.052
H -8.776 -1.357 -0.139
H -8.397 1.165 -0.175
H -6.200 2.007 0.509
H -4.256 0.721 0.519
H -5.865 -5.786 0.482
H -4.497 -7.933 0.748
H -2.070 -7.829 -0.004
H -1.109 -5.771 -0.552

## Properties
* spin multiplicity: 1
* ΔE to the lowest compared entry with this formula, charge and spin: 0.025 eV
* largest force on an atom: 0.0701 hartree/bohr